{"formula": "C4H8Br2N", "method": "the ωB97M-V functional and the def2-TZVPD basis", "species": ["C", "C", "C", "C", "N", "Br", "Br", "H", "H", "H", "H", "H", "H", "H", "H"], "positions_angstrom": [[3.47392, -0.72828, -0.22096], [2.40169, -1.38873, 0.00960], [-1.69716, 1.50694, -0.55152], [-1.68346, -0.68002, -0.00227], [-1.93813, 0.61935, 0.62145], [0.88944, -0.79833, 1.00348], [-2.72102, -1.99765, 0.69894], [3.59538, 0.39322, -0.15638], [4.33250, -1.07152, -0.82579], [-1.93761, 0.99425, -1.47570], [-2.34020, 2.43505, -0.53074], [-0.51981, 1.74593, -0.54974], [2.26504, -2.47865, -0.07422], [-2.95034, 0.76562, 0.78208], [-1.17024, 0.68282, 1.27175]], "forces_ev_per_a": [[2.4854, 3.5531, -1.9236], [-1.4034, -2.7518, 0.9263], [2.7750, 3.0093, -0.6401], [-1.4342, -0.9688, 1.2570], [-0.2591, -0.3984, -3.5115], [0.2450, 0.3956, 0.1935], [0.0994, -0.7277, -0.3357], [-0.5710, -1.3062, 0.6050], [-0.6675, -0.6889, 0.6563], [-0.0149, -0.2574, 0.0649], [1.0002, -0.8906, 0.3876], [-2.8875, -0.2736, -0.1871], [0.3048, 0.7376, -0.3589], [0.7975, -0.4121, 1.4224], [-0.4698, 0.9798, 1.4439]], "gap_ha": [0.3398, 0.2656], "total_charge": 1, "total_energy_ha": -5359.50108, "spin_multiplicity": 3, "relative_energy_kj_mol": 78.39}


{"formula": "C4H8BrFN", "method": "the ωB97M-V functional and the def2-TZVPD basis", "species": ["C", "C", "C", "C", "N", "F", "Br", "H", "H", "H", "H", "H", "H", "H", "H"], "positions_angstrom": [[-3.15098, 1.73564, 0.55307], [1.60669, -0.27109, -0.47424], [2.64339, -0.00456, 0.34358], [-2.15397, 1.02966, 0.06904], [1.03635, -1.55750, -0.53280], [3.00084, -1.13921, 1.00871], [-2.07812, -0.76583, -0.21617], [-4.00632, 1.26430, 1.08650], [-3.07305, 2.85980, 0.59014], [1.38709, 0.35613, -1.28963], [3.24205, 0.77736, 0.78274], [-1.27086, 1.54867, -0.23710], [0.09247, -1.53465, -0.28342], [1.55648, -2.27066, 0.07915], [1.16795, -2.02808, -1.47956]], "forces_ev_per_a": [[-0.9200, 0.5135, 1.3279], [2.5620, 2.4693, 0.3698], [-1.2149, -2.8814, 0.5178], [0.2856, 2.1474, 0.0133], [3.7506, -3.9920, -1.0677], [0.3181, 0.1421, 0.5607], [-0.4223, -1.6954, 0.0240], [0.4622, 0.4569, -0.8727], [-0.0266, -1.4631, -0.0230], [-0.8023, 0.9600, -0.4762], [-0.2866, 0.8307, -1.0004], [0.3884, 0.0652, -0.4455], [-2.6439, 0.0118, 0.4862], [-0.8427, 1.4416, -0.4005], [-0.6078, 0.9934, 0.9862]], "gap_ha": 0.3487, "total_charge": 1, "total_energy_ha": -2885.49794, "spin_multiplicity": 1, "relative_energy_kj_mol": 94.08}


{"formula": "C4H8BrI", "method": "the ωB97M-V functional and the def2-TZVPD basis", "species": ["C", "C", "C", "C", "Br", "I", "H", "H", "H", "H", "H", "H", "H", "H"], "positions_angstrom": [[-1.58490, -0.13742, -0.57071], [1.26200, -1.00930, 1.26959], [-0.52874, 0.94099, -0.43894], [0.88470, 0.48637, -0.39690], [-0.86396, 1.99711, 1.20525], [1.53151, -0.54409, -2.14167], [-2.57465, 0.31533, -0.63676], [-1.56905, -0.80990, 0.28548], [-1.40799, -0.71972, -1.47408], [2.14595, -1.49351, 0.90570], [1.37758, -0.33718, 2.09789], [0.36251, -1.59614, 1.26766], [-0.64760, 1.67077, -1.25025], [1.61264, 1.23669, -0.12227]], "forces_ev_per_a": [[-0.0945, 0.0932, 0.1095], [-0.9147, 2.6907, -2.7320], [-0.3728, 0.1864, -0.0959], [1.0938, -2.7925, 2.6070], [0.0542, -0.1531, -0.2301], [-0.0860, 0.2325, 0.1199], [0.0537, -0.0392, 0.0029], [0.0320, 0.0213, 0.0101], [0.0219, -0.0025, -0.0470], [0.2716, -0.1275, -0.1176], [0.0678, 0.0729, 0.3114], [-0.1589, -0.1923, 0.0224], [0.0346, -0.0502, 0.1985], [-0.0028, 0.0604, -0.1591]], "gap_ha": 0.3391, "total_energy_ha": -3028.83232, "spin_multiplicity": 1, "relative_energy_kj_mol": 172.88}


{"formula": "C4H8BrI", "method": "the ωB97M-V functional and the def2-TZVPD basis", "species": ["C", "C", "C", "C", "Br", "I", "H", "H", "H", "H", "H", "H", "H", "H"], "positions_angstrom": [[-0.84270, 1.28010, 0.05505], [0.79005, -1.32271, 1.17989], [-0.08518, 0.55715, -1.09551], [-0.00320, -0.89045, -0.85269], [1.81464, 1.30194, -1.15356], [-1.88367, -1.88548, -0.98427], [-1.79566, 1.87607, -0.29100], [-0.13799, 1.83384, 0.59781], [-1.11564, 0.46130, 0.86209], [-0.16748, -1.03502, 1.57266], [1.14208, -2.28585, 0.86453], [1.51227, -0.56483, 1.42881], [-0.44432, 0.74657, -2.05707], [0.71494, -1.44626, -1.44283]], "forces_ev_per_a": [[-2.3731, -1.8194, 0.0163], [-1.5055, 1.8582, -3.8984], [0.6181, 0.6983, 2.2319], [1.8491, -1.6030, 2.9088], [-0.8058, -0.4419, -0.1486], [0.3312, 0.2152, 0.0730], [2.0614, -1.1443, 0.8007], [0.6393, 1.4767, 0.5002], [-0.1128, 1.6708, -1.8852], [-0.2020, -1.1522, 0.6501], [-0.2759, -0.4382, 0.6745], [0.5079, 0.0044, -0.2339], [-0.6076, 0.5730, -1.4927], [-0.1244, 0.1025, -0.1968]], "gap_ha": 0.3393, "total_energy_ha": -3028.80543, "spin_multiplicity": 1, "relative_energy_kj_mol": 243.50}


{"formula": "C4H8BrN", "method": "the ωB97M-V functional and the def2-TZVPD basis", "species": ["C", "C", "C", "C", "N", "Br", "H", "H", "H", "H", "H", "H", "H", "H"], "positions_angstrom": [[1.82203, 0.90284, 0.03574], [0.35886, -1.47294, -0.23056], [-1.10529, 0.57918, 0.07157], [0.13248, -0.21443, 0.54586], [1.79545, 2.14513, 0.19472], [3.46974, -0.16464, 0.07504], [-0.44522, -2.16219, -0.07914], [0.47147, -1.09761, -1.25724], [1.39518, -1.99222, -0.08216], [-1.28580, 0.13039, -0.94681], [-0.90028, 1.65918, -0.11618], [-1.95183, 0.47256, 0.72525], [0.30553, -0.16088, 1.55505], [2.63884, 2.69435, 0.09087]], "forces_ev_per_a": [[-2.4228, -0.0247, 2.2406], [2.8492, 0.0045, -0.2170], [1.6625, -0.2606, -1.8702], [1.9038, 2.6008, -3.3001], [-0.6766, -1.3964, -0.8672], [-0.0996, 0.1217, -0.3344], [-0.4791, -0.5547, -0.2057], [-0.6480, -0.6634, -0.0683], [-2.0360, 0.8735, 0.3568], [-0.5212, 0.6342, 0.9879], [0.0021, -0.7329, 0.4956], [-0.3500, -0.1608, 0.2512], [0.4493, -0.2460, 2.4338], [0.3665, -0.1952, 0.0970]], "gap_ha": 0.3512, "total_energy_ha": -2785.88856, "spin_multiplicity": 1, "relative_energy_kj_mol": 161.48}


{"formula": "C4H8BrN2", "method": "the ωB97M-V functional and the def2-TZVPD basis", "species": ["C", "C", "C", "C", "N", "N", "Br", "H", "H", "H", "H", "H", "H", "H", "H"], "positions_angstrom": [[-0.99073, -1.07826, -0.12365], [-1.37843, 1.04356, 0.39159], [0.34361, -0.40734, -0.37168], [1.41134, -0.94238, 0.54792], [-1.90944, -0.31516, 0.28769], [-0.01401, 1.05701, -0.18020], [3.17222, 0.05135, -0.00006], [-1.16570, -2.17868, -0.38202], [-2.02552, 1.71578, -0.30310], [-1.42253, 1.37702, 1.39072], [0.44440, -0.53579, -1.44349], [1.40990, -2.01700, 0.25109], [1.22776, -0.73111, 1.61732], [-0.09694, 1.38554, -1.14115], [0.65578, 1.62852, 0.47213]], "forces_ev_per_a": [[-0.7482, -1.0204, -0.0196], [-3.1150, 0.3539, -2.1901], [-0.6474, -0.1648, 0.2689], [1.0060, 0.5054, -1.5085], [0.5394, 0.3020, -0.0553], [1.4040, 0.1210, 1.1420], [-1.6702, -1.1609, 0.7066], [0.3029, 1.6336, 0.5858], [0.9511, -0.9777, 1.5530], [0.1132, 0.5425, 1.1034], [1.2420, -0.1259, -0.1059], [0.8786, 0.6718, 0.8252], [0.1828, -0.3186, -0.6441], [0.5960, 0.9175, 0.3926], [-1.0351, -1.2795, -2.0539]], "gap_ha": 0.3890, "total_charge": 1, "total_energy_ha": -2840.43716, "spin_multiplicity": 1, "relative_energy_kj_mol": 217.80, "smiles": "BrC[C@H]1C=NC[NH2+]1"}